No. 1
{
  "formula": "C6H11O3S",
  "method": "ωB97M-V with the def2-TZVPD basis set",
  "e_lumo_ha": 0.1365,
  "gap_ev": 7.59,
  "total_charge": -1,
  "e_above_lowest_kcal_mol": 0.0,
  "symbols": ["C", "C", "C", "C", "C", "C", "O", "O", "O", "S", "H", "H", "H", "H", "H", "H", "H", "H", "H", "H", "H"],
  "positions_angstrom": [[-0.593741, 1.165195, 1.169316], [0.825171, 1.292666, 0.464645], [-0.980714, 0.049231, 0.218216], [0.467106, -0.036176, -0.284672], [-2.018809, 0.517694, -0.812680], [0.981740, -0.529324, -1.673229], [0.395025, -2.807672, 0.637688], [2.621116, -1.826667, 0.813754], [0.951491, -1.269679, 2.449326], [1.217008, -1.721039, 1.112627], [-0.595363, 0.739364, 2.199267], [-1.240583, 1.979348, 1.186672], [0.967879, 2.122601, -0.196891], [1.722280, 1.267726, 1.189786], [-1.290843, -0.969545, 0.614273], [-2.846091, -0.142975, -0.783617], [-1.550405, 0.397720, -1.735701], [-2.307242, 1.585606, -0.621674], [0.224706, -0.299940, -2.398409], [1.100838, -1.593407, -1.619376], [1.949429, 0.079273, -1.929321]],
  "forces_ev_per_angstrom": [[1.726, -1.946, 1.305], [0.335, -1.498, 1.495], [-0.517, -1.348, -0.907], [1.910, -2.085, 2.286], [0.395, 0.904, 1.575], [0.774, 2.548, 1.573], [-0.568, -0.932, -0.213], [1.158, -0.263, -0.414], [-0.545, 0.348, 1.356], [-0.765, 2.914, -2.527], [0.698, 0.549, -0.573], [-1.037, 1.681, -0.257], [-0.198, 0.804, -0.412], [-1.266, -0.144, -1.164], [0.138, 1.391, -0.023], [-1.184, -0.324, -0.040], [0.342, 0.214, -1.984], [0.058, -0.986, -0.434], [-0.301, 0.158, -0.803], [0.483, -0.491, -0.195], [-1.636, -1.494, 0.358]],
  "nbo_charge": [-0.4042, -0.4450, -0.2774, -0.1299, -0.6162, -0.6515, -1.0278, -1.0245, -1.0238, 2.3549, 0.2328, 0.1766, 0.1772, 0.2191, 0.2293, 0.2023, 0.1956, 0.1862, 0.1784, 0.2444, 0.2037]
}

***

No. 2
{
  "formula": "C6H11PS",
  "method": "ωB97M-V with the def2-TZVPD basis set",
  "e_lumo_ha": 0.0381,
  "gap_ev": 9.39,
  "smiles": "C=CP(C)SC(=C)C",
  "e_above_lowest_kcal_mol": 44.1,
  "symbols": ["C", "C", "P", "C", "S", "C", "C", "C", "H", "H", "H", "H", "H", "H", "H", "H", "H", "H", "H"],
  "positions_angstrom": [[2.504078, -1.605459, -0.645608], [1.957472, -0.792956, 0.261157], [0.952837, 0.554998, -0.356990], [1.951300, 1.889831, 0.603472], [-0.575335, 0.213151, 1.118664], [-2.163972, -0.185356, 0.207726], [-3.128660, -0.554398, 1.012620], [-2.143725, 0.042102, -1.280391], [3.096690, -2.539415, -0.355749], [2.548964, -1.435811, -1.750883], [2.385909, -0.817197, 1.258520], [2.624345, 1.432917, 1.436892], [1.183317, 2.470838, 1.034825], [2.518097, 2.571038, -0.154964], [-3.121329, -0.525913, 2.110579], [-4.109577, -1.058671, 0.709146], [-2.471643, 0.989846, -1.636013], [-1.139567, -0.113005, -1.700886], [-2.869207, -0.536544, -1.872108]],
  "forces_ev_per_angstrom": [[1.402, -1.651, -0.417], [1.412, -0.547, -1.554], [0.617, 0.802, 1.488], [1.362, -0.502, -1.060], [-0.975, 0.249, -0.671], [1.797, 1.122, -0.158], [-2.823, -1.542, 0.695], [-0.053, -1.377, -0.645], [-0.585, 1.571, -0.164], [-0.895, -0.165, 1.029], [-0.873, -0.298, 0.372], [-1.106, 0.915, -1.674], [-0.630, 0.988, 0.770], [-0.731, -1.412, 1.478], [0.763, 0.004, -0.494], [1.415, 1.189, -0.281], [0.112, 1.489, 0.572], [-0.476, -0.109, 0.095], [0.267, -0.725, 0.618]],
  "nbo_charge": [-0.3606, -0.5480, 0.6895, -0.9157, -0.1000, -0.0715, -0.4413, -0.6776, 0.1956, 0.1996, 0.2203, 0.2280, 0.2292, 0.2371, 0.2134, 0.2085, 0.2347, 0.2296, 0.2294]
}

***

No. 3
{
  "formula": "C6H12",
  "method": "ωB97M-V with the def2-TZVPD basis set",
  "e_lumo_ha": 0.0419,
  "gap_ev": 10.97,
  "smiles": "C[C@H]1[C@@H](C)[C@H]1C",
  "e_above_lowest_kcal_mol": 35.3,
  "symbols": ["C", "C", "C", "C", "C", "C", "H", "H", "H", "H", "H", "H", "H", "H", "H", "H", "H", "H"],
  "positions_angstrom": [[-1.042077, 1.391859, -0.421832], [-0.165335, 0.289831, -1.102844], [-0.047446, -1.124525, -0.540369], [-0.910130, -1.485995, 0.646788], [1.134783, -0.186653, -0.463737], [1.555933, 0.513617, 0.806927], [-0.414823, 2.129761, 0.087142], [-1.767615, 0.963657, 0.269855], [-1.639194, 1.976596, -1.149472], [-0.357607, 0.606470, -2.104190], [0.115408, -1.982607, -1.204304], [-1.930654, -1.697218, 0.304594], [-0.970554, -0.664461, 1.364036], [-0.542597, -2.366949, 1.182671], [1.993739, -0.498187, -1.070796], [0.694721, 0.730062, 1.443767], [2.022924, 1.474044, 0.555712], [2.270526, -0.069299, 1.396058]],
  "forces_ev_per_angstrom": [[0.177, -0.275, 0.255], [-0.689, 0.836, 0.497], [-0.208, 0.167, 0.022], [-0.021, 0.037, 0.097], [-0.109, 0.235, 0.040], [-0.028, 0.012, 0.114], [-0.162, -0.132, 0.173], [0.091, 0.177, 0.219], [0.431, -0.554, 0.093], [1.036, -1.201, -1.234], [-0.213, 0.596, -0.109], [0.126, -0.009, 0.111], [-0.008, -0.161, -0.015], [0.020, 0.088, -0.118], [-0.523, 0.334, -0.131], [0.170, -0.023, -0.001], [-0.024, -0.136, 0.105], [-0.065, 0.009, -0.115]],
  "nbo_charge": [-0.6171, -0.2466, -0.2197, -0.6146, -0.2214, -0.6147, 0.2081, 0.2054, 0.2104, 0.2234, 0.2153, 0.2111, 0.2048, 0.2120, 0.2148, 0.2065, 0.2104, 0.2118]
}

***

No. 4
{
  "formula": "C6H12",
  "method": "ωB97M-V with the def2-TZVPD basis set",
  "e_lumo_ha": 0.0447,
  "gap_ev": 11.03,
  "smiles": "CC[C@H]1C[C@H]1C",
  "e_above_lowest_kcal_mol": 35.1,
  "symbols": ["C", "C", "C", "C", "C", "C", "H", "H", "H", "H", "H", "H", "H", "H", "H", "H", "H", "H"],
  "positions_angstrom": [[1.533763, 0.702204, 0.608796], [1.489553, -0.476076, -0.374042], [0.094986, -1.047854, -0.581576], [-0.829983, -1.251574, 0.585532], [-1.190577, -0.245816, -0.481966], [-1.409800, 1.259320, -0.229142], [1.867513, 1.634864, 0.143848], [0.539092, 0.889290, 0.985192], [2.155134, 0.518250, 1.484115], [2.129894, -1.283684, 0.001726], [1.904206, -0.179182, -1.345978], [0.079407, -1.857362, -1.315715], [-0.494160, -0.859828, 1.541843], [-1.386491, -2.183108, 0.675759], [-1.957657, -0.602156, -1.169474], [-2.269913, 1.373464, 0.441054], [-1.648041, 1.749652, -1.177717], [-0.606924, 1.859594, 0.207750]],
  "forces_ev_per_angstrom": [[0.111, 0.088, 0.145], [0.041, -0.002, 0.005], [0.080, 0.062, -0.054], [-0.034, 0.018, 0.190], [-0.120, 0.132, -0.077], [-0.137, -0.083, -0.125], [0.022, -0.162, 0.019], [0.249, -0.011, 0.311], [0.196, -0.085, -0.119], [-0.070, 0.067, -0.146], [-0.084, -0.054, 0.163], [-0.073, 0.297, 0.101], [-0.059, 0.002, -0.089], [0.060, 0.240, -0.122], [0.135, -0.017, 0.140], [0.007, 0.008, -0.197], [-0.100, -0.085, 0.071], [-0.224, -0.415, -0.216]],
  "nbo_charge": [-0.6198, -0.4008, -0.2104, -0.4345, -0.2287, -0.6166, 0.2082, 0.2056, 0.2085, 0.2041, 0.2041, 0.2123, 0.2067, 0.2145, 0.2118, 0.2109, 0.2118, 0.2123]
}

***

No. 5
{
  "formula": "C6H12",
  "method": "ωB97M-V with the def2-TZVPD basis set",
  "e_lumo_ha": 0.0408,
  "gap_ev": 8.89,
  "e_above_lowest_kcal_mol": 92.9,
  "symbols": ["C", "C", "C", "C", "C", "C", "H", "H", "H", "H", "H", "H", "H", "H", "H", "H", "H", "H"],
  "positions_angstrom": [[1.886359, 1.012147, -0.549072], [1.229622, -0.160812, 0.177592], [0.007147, -0.670190, -0.575395], [-0.925587, -1.637264, 0.143548], [-1.308180, 0.031074, -0.607956], [-1.560710, 0.982376, 0.547405], [2.180781, 0.729260, -1.566003], [1.198665, 1.860905, -0.631976], [2.783837, 1.359142, -0.027213], [0.967214, 0.133776, 1.199483], [1.954006, -0.979424, 0.274929], [0.304648, -1.054516, -1.555760], [-0.822786, -1.661720, 1.227089], [-1.016281, -2.620030, -0.318406], [-1.976234, -1.185552, -0.165369], [-2.627712, 1.062960, 0.776866], [-1.261656, 1.966362, 0.160093], [-1.013138, 0.831506, 1.490137]],
  "forces_ev_per_angstrom": [[0.017, 0.085, -0.053], [-0.027, 0.013, 0.093], [0.095, 0.022, -0.106], [0.112, -0.263, 0.164], [0.134, 0.214, 0.041], [-0.034, 0.018, 0.043], [-0.049, 0.018, 0.128], [0.079, -0.117, 0.015], [-0.118, -0.068, -0.049], [0.002, -0.035, -0.129], [-0.105, 0.076, -0.021], [-0.045, 0.053, 0.120], [0.008, 0.083, -0.137], [-0.017, 0.170, 0.009], [-0.137, -0.039, 0.082], [0.143, -0.036, -0.063], [-0.026, -0.136, 0.009], [-0.033, -0.059, -0.147]],
  "nbo_charge": [-0.6034, -0.3993, -0.2973, -0.5334, -0.0931, -0.7059, 0.2048, 0.2039, 0.2095, 0.1985, 0.2047, 0.2042, 0.2233, 0.2450, 0.2948, 0.2209, 0.2410, 0.1816]
}

***

No. 6
{
  "formula": "C6H12",
  "method": "ωB97M-V with the def2-TZVPD basis set",
  "e_lumo_ha": 0.0410,
  "gap_ev": 8.70,
  "e_above_lowest_kcal_mol": 120.8,
  "symbols": ["C", "C", "C", "C", "C", "C", "H", "H", "H", "H", "H", "H", "H", "H", "H", "H", "H", "H"],
  "positions_angstrom": [[1.234176, 0.167018, -1.514763], [-0.205957, -0.155156, -1.253835], [-1.126057, 0.976328, -1.605425], [-0.168368, 0.007767, 1.004020], [-0.737832, -0.877367, 2.072178], [0.746848, -0.838671, 1.824245], [1.929945, -0.511320, -1.011572], [1.354140, -0.007197, -2.594930], [1.543229, 1.210276, -1.328608], [-0.434160, -0.564288, -0.046728], [-2.133430, 0.862570, -1.192178], [-0.757777, 1.996944, -1.399930], [-1.227921, 0.896810, -2.698490], [-0.189112, 1.088851, 1.102603], [-1.130126, -0.409894, 2.970690], [-1.274152, -1.773095, 1.764570], [1.192017, -1.710316, 1.346441], [1.384538, -0.359260, 2.561712]],
  "forces_ev_per_angstrom": [[0.085, -0.040, 0.003], [0.079, 0.183, -0.045], [-0.084, 0.011, -0.001], [0.050, 0.171, -0.037], [-0.174, -0.067, 0.091], [0.169, -0.036, -0.005], [-0.162, 0.077, -0.072], [0.010, 0.023, 0.136], [-0.103, -0.122, 0.039], [-0.036, -0.080, 0.042], [0.183, -0.030, -0.039], [0.014, -0.172, 0.042], [-0.004, 0.033, 0.134], [0.005, -0.211, -0.070], [0.063, -0.043, -0.141], [0.106, 0.172, 0.017], [-0.098, 0.161, 0.056], [-0.104, -0.033, -0.149]],
  "nbo_charge": [-0.7055, -0.0467, -0.7073, -0.3231, -0.4187, -0.4299, 0.2239, 0.2444, 0.1800, 0.2352, 0.2227, 0.1798, 0.2455, 0.2247, 0.2177, 0.2194, 0.2193, 0.2187]
}

***

What did the fifth record say?
{
  "formula": "C6H12",
  "method": "ωB97M-V with the def2-TZVPD basis set",
  "e_lumo_ha": 0.0408,
  "gap_ev": 8.89,
  "e_above_lowest_kcal_mol": 92.9,
  "symbols": ["C", "C", "C", "C", "C", "C", "H", "H", "H", "H", "H", "H", "H", "H", "H", "H", "H", "H"],
  "positions_angstrom": [[1.886359, 1.012147, -0.549072], [1.229622, -0.160812, 0.177592], [0.007147, -0.670190, -0.575395], [-0.925587, -1.637264, 0.143548], [-1.308180, 0.031074, -0.607956], [-1.560710, 0.982376, 0.547405], [2.180781, 0.729260, -1.566003], [1.198665, 1.860905, -0.631976], [2.783837, 1.359142, -0.027213], [0.967214, 0.133776, 1.199483], [1.954006, -0.979424, 0.274929], [0.304648, -1.054516, -1.555760], [-0.822786, -1.661720, 1.227089], [-1.016281, -2.620030, -0.318406], [-1.976234, -1.185552, -0.165369], [-2.627712, 1.062960, 0.776866], [-1.261656, 1.966362, 0.160093], [-1.013138, 0.831506, 1.490137]],
  "forces_ev_per_angstrom": [[0.017, 0.085, -0.053], [-0.027, 0.013, 0.093], [0.095, 0.022, -0.106], [0.112, -0.263, 0.164], [0.134, 0.214, 0.041], [-0.034, 0.018, 0.043], [-0.049, 0.018, 0.128], [0.079, -0.117, 0.015], [-0.118, -0.068, -0.049], [0.002, -0.035, -0.129], [-0.105, 0.076, -0.021], [-0.045, 0.053, 0.120], [0.008, 0.083, -0.137], [-0.017, 0.170, 0.009], [-0.137, -0.039, 0.082], [0.143, -0.036, -0.063], [-0.026, -0.136, 0.009], [-0.033, -0.059, -0.147]],
  "nbo_charge": [-0.6034, -0.3993, -0.2973, -0.5334, -0.0931, -0.7059, 0.2048, 0.2039, 0.2095, 0.1985, 0.2047, 0.2042, 0.2233, 0.2450, 0.2948, 0.2209, 0.2410, 0.1816]
}

***

Repeat the fifth record exactly.
{
  "formula": "C6H12",
  "method": "ωB97M-V with the def2-TZVPD basis set",
  "e_lumo_ha": 0.0408,
  "gap_ev": 8.89,
  "e_above_lowest_kcal_mol": 92.9,
  "symbols": ["C", "C", "C", "C", "C", "C", "H", "H", "H", "H", "H", "H", "H", "H", "H", "H", "H", "H"],
  "positions_angstrom": [[1.886359, 1.012147, -0.549072], [1.229622, -0.160812, 0.177592], [0.007147, -0.670190, -0.575395], [-0.925587, -1.637264, 0.143548], [-1.308180, 0.031074, -0.607956], [-1.560710, 0.982376, 0.547405], [2.180781, 0.729260, -1.566003], [1.198665, 1.860905, -0.631976], [2.783837, 1.359142, -0.027213], [0.967214, 0.133776, 1.199483], [1.954006, -0.979424, 0.274929], [0.304648, -1.054516, -1.555760], [-0.822786, -1.661720, 1.227089], [-1.016281, -2.620030, -0.318406], [-1.976234, -1.185552, -0.165369], [-2.627712, 1.062960, 0.776866], [-1.261656, 1.966362, 0.160093], [-1.013138, 0.831506, 1.490137]],
  "forces_ev_per_angstrom": [[0.017, 0.085, -0.053], [-0.027, 0.013, 0.093], [0.095, 0.022, -0.106], [0.112, -0.263, 0.164], [0.134, 0.214, 0.041], [-0.034, 0.018, 0.043], [-0.049, 0.018, 0.128], [0.079, -0.117, 0.015], [-0.118, -0.068, -0.049], [0.002, -0.035, -0.129], [-0.105, 0.076, -0.021], [-0.045, 0.053, 0.120], [0.008, 0.083, -0.137], [-0.017, 0.170, 0.009], [-0.137, -0.039, 0.082], [0.143, -0.036, -0.063], [-0.026, -0.136, 0.009], [-0.033, -0.059, -0.147]],
  "nbo_charge": [-0.6034, -0.3993, -0.2973, -0.5334, -0.0931, -0.7059, 0.2048, 0.2039, 0.2095, 0.1985, 0.2047, 0.2042, 0.2233, 0.2450, 0.2948, 0.2209, 0.2410, 0.1816]
}